Record 1
The following is a quantum chemistry calculation of C3H10N2S as an isolated structure, from the Open Molecules 2025 dataset.

## Properties
F_max = 0.124 Eh/bohr
LUMO energy (spin up / spin down) = -3.77 / -6.99 eV
Relative energy (zero: lowest compared OMol25 entry of this formula, charge and spin) = 2.399 eV
HOMO (spin up / spin down) = -14.262 / -13.969 eV
Energy = -17078.7590 eV

Structure (ORCA input):
```
! wB97M-V def2-TZVPD RIJCOSX def2/J DEFGRID3
* xyz 1 2
C -0.58462 -1.54380 -1.67139
C 0.82004 -1.52721 -1.19041
S 0.98000 -0.82766 0.54091
H -1.19556 -2.45270 -1.38463
H -0.99132 -0.55616 -1.71658
H -0.69786 -1.72168 -2.72628
H 1.35878 -2.50289 -1.28020
H 1.47008 -0.80739 -1.78561
N -1.10052 1.24182 1.72267
C -0.97640 1.97513 0.66655
N -0.10095 1.70909 -0.25904
H -0.19205 0.72774 1.96839
H -1.98244 0.56474 1.89898
H -1.44623 2.92273 0.47156
H 0.18128 2.29261 -1.09014
H 0.67145 0.69448 -0.08394
*
```



Record 2
The following is a quantum chemistry calculation of C3H10N2S2 in the gas phase, from the Open Molecules 2025 dataset.

## Properties
F_max = 0.064 Eh/bohr
LUMO energy = 0.55 eV
Relative energy (zero: lowest compared OMol25 entry of this formula, charge and spin) = 0.909 eV
HOMO = -8.027 eV
Energy = -27923.0354 eV

Structure (ORCA input):
```
! wB97M-V def2-TZVPD RIJCOSX def2/J DEFGRID3
* xyz 0 1
S 1.05447 -2.59931 0.72905
S 1.41948 -0.56980 0.78768
C -0.17813 0.26240 0.75666
C -0.44187 1.31350 -0.36680
C -1.81985 1.93311 -0.29801
N -2.21014 2.61441 -1.53681
N -0.21406 0.62867 -1.66938
H 2.36910 -2.92247 0.82915
H -0.24284 0.64858 1.78416
H -0.94771 -0.51332 0.62992
H 0.40083 2.00245 -0.26182
H -1.98958 2.62796 0.53190
H -2.55952 1.13798 -0.09129
H -3.15208 2.37873 -1.81705
H -2.07947 3.60891 -1.46709
H -1.14652 0.37399 -1.98274
H 0.39222 -0.17269 -1.65474
*
```



Record 3
The following is a quantum chemistry calculation of a 2-piece molecular cluster, C3H10N2S2 overall, from the Open Molecules 2025 dataset.

## Properties
F_max = 0.048 Eh/bohr
LUMO energy = -4.61 eV
Relative energy (zero: lowest compared OMol25 entry of this formula, charge and spin) = 5.222 eV
HOMO = -8.392 eV
Energy = -27918.7230 eV

Structure (ORCA input):
```
! wB97M-V def2-TZVPD RIJCOSX def2/J DEFGRID3
* xyz 0 1
S 0.76191 2.64021 -0.63400
S -2.00778 0.12621 2.25306
C -1.01692 0.53329 0.83872
C -0.81957 -0.74921 -0.07026
C 0.26146 -0.55955 -1.11375
N 1.54047 -0.28755 -0.53759
N -0.44036 -1.95484 0.68517
H 1.51543 3.71075 -0.35079
H -1.53068 1.32748 0.28527
H -0.05975 0.98286 1.21817
H -1.77441 -0.94639 -0.56769
H 0.37218 -1.51397 -1.63646
H -0.12796 0.18627 -1.83407
H 1.68219 0.61022 -0.09502
H 2.30783 -0.53967 -1.14278
H -1.07131 -1.87776 1.49995
H 0.40729 -1.68837 1.20208
*
```



Record 4
The following is a quantum chemistry calculation of a 2-piece molecular cluster, C3H10N3 overall, from the Open Molecules 2025 dataset.

## Properties
F_max = 0.016 Eh/bohr
LUMO energy = -3.81 eV
Relative energy (zero: lowest compared OMol25 entry of this formula, charge and spin) = 3.140 eV
HOMO = -13.063 eV
Energy = -7735.1245 eV

Structure (ORCA input):
```
! wB97M-V def2-TZVPD RIJCOSX def2/J DEFGRID3
* xyz 1 1
C -0.42094 -0.00163 1.15161
C -0.84676 -1.25374 1.37048
N -0.22337 -2.39230 0.99111
N -1.39307 1.10421 1.22724
H 0.55966 0.26226 0.78641
H -1.81073 -1.38371 1.85776
H -0.80049 -3.18128 0.74556
H 0.54320 -2.28062 0.34261
H -1.71715 1.38027 0.29723
H -0.98430 1.94773 1.64116
H -2.20307 0.83163 1.78767
C 1.55210 1.12660 -2.65398
N 2.48665 0.31383 -2.39870
H 0.86821 0.83852 -3.45084
H 1.39113 2.07199 -2.12796
H 2.99895 0.61623 -1.56736
*
```



Record 5
The following is a quantum chemistry calculation of a 2-piece molecular cluster, C3H10N3 overall, from the Open Molecules 2025 dataset.

## Properties
F_max = 0.053 Eh/bohr
LUMO energy = -3.56 eV
Relative energy (zero: lowest compared OMol25 entry of this formula, charge and spin) = 2.931 eV
HOMO = -13.211 eV
Energy = -7735.3335 eV

Structure (ORCA input):
```
! wB97M-V def2-TZVPD RIJCOSX def2/J DEFGRID3
* xyz 1 1
C 0.83649 -0.68592 1.40596
C -0.28857 -0.13852 0.85505
N -1.58214 -0.53790 1.42944
N 2.11651 -0.29565 1.03445
H 0.85048 -1.43187 2.19157
H -0.28506 0.53952 0.02877
H -1.93171 -1.34997 0.90663
H -1.49739 -0.80278 2.43419
H -2.28579 0.14568 1.34115
H 2.18677 0.29094 0.18591
H 2.72142 -1.09899 0.94465
C -0.03127 0.71551 -2.55435
N -0.33020 1.80505 -1.91924
H 0.38397 -0.14731 -2.01945
H -0.11989 0.57428 -3.65527
H -0.74358 2.41792 -2.60945
*
```



Record 6
The following is a quantum chemistry calculation of a 2-piece molecular cluster, C3H10N3O overall, from the Open Molecules 2025 dataset.

## Properties
F_max = 0.051 Eh/bohr
LUMO energy = -3.36 eV
Relative energy (zero: lowest compared OMol25 entry of this formula, charge and spin) = 2.473 eV
HOMO = -13.058 eV
Energy = -9783.8270 eV

Structure (ORCA input):
```
! wB97M-V def2-TZVPD RIJCOSX def2/J DEFGRID3
* xyz 1 1
C 0.36461 0.77763 2.00511
C 0.25815 0.78620 0.63343
N 1.30765 0.09519 -0.13414
N -0.56044 1.34046 2.87739
H 1.18796 0.28780 2.51965
H -0.51501 1.24390 0.02312
H 1.59479 0.69285 -0.91681
H 2.13800 -0.13323 0.52840
H 0.89779 -0.78391 -0.53896
H -1.46938 1.70602 2.52469
H -0.74041 0.65859 3.64031
C -1.34567 -0.87078 -2.03244
N -0.05209 -1.36195 -2.14064
O -1.67078 0.28541 -2.23833
H -1.98414 -1.69552 -1.67488
H 0.53044 -0.70627 -2.64084
H 0.05855 -2.32239 -2.43507
*
```



Record 7
The following is a quantum chemistry calculation of a 2-piece molecular cluster, C3H10N3O2 overall, from the Open Molecules 2025 dataset.

## Properties
F_max = 0.036 Eh/bohr
LUMO energy = -2.69 eV
Relative energy (zero: lowest compared OMol25 entry of this formula, charge and spin) = 0.471 eV
HOMO = -14.256 eV
Energy = -11833.7644 eV

Structure (ORCA input):
```
! wB97M-V def2-TZVPD RIJCOSX def2/J DEFGRID3
* xyz 1 1
C -0.58610 -1.16516 -0.23058
N -1.22883 -2.31004 0.00933
N -0.29734 -0.34632 0.77465
N -0.23666 -0.84967 -1.48316
C -0.64111 -0.61270 2.16774
H -1.49736 -2.55418 0.96579
H -1.45294 -2.94321 -0.76229
H 0.19592 0.52263 0.55522
H 0.25607 0.02699 -1.67084
H -0.46201 -1.48468 -2.25290
H -0.28204 0.23118 2.78057
H -0.16270 -1.53851 2.52911
H -1.73209 -0.70524 2.30117
O 0.97563 1.62453 -0.77977
O 2.04586 3.35217 -1.78663
C 1.53496 2.69138 -0.72917
H 1.86285 2.78170 -2.58229
H 1.70787 3.27911 0.19406
*
```



Record 8
The following is a quantum chemistry calculation of C3H10N3P in the gas phase, from the Open Molecules 2025 dataset.

## Properties
F_max = 0.089 Eh/bohr
LUMO energy (spin up / spin down) = 0.68 / 0.68 eV
Relative energy (zero: lowest compared OMol25 entry of this formula, charge and spin) = 1.197 eV
HOMO (spin up / spin down) = -7.322 / -7.324 eV
Energy = -17028.5544 eV

Structure (ORCA input):
```
! wB97M-V def2-TZVPD RIJCOSX def2/J DEFGRID3
* xyz 0 1
C -0.88725 0.87610 0.25633
C -2.02639 -0.04422 0.01584
C 0.35762 0.86858 -0.62062
N -1.51445 -1.41327 0.28213
N -0.23111 -1.77670 -0.06256
N 2.82900 0.00939 0.22761
P 1.15962 -0.80132 -0.21118
H -1.41242 1.96675 0.34656
H -0.71266 0.66872 1.34516
H -2.84395 0.26747 0.57631
H -2.52917 -0.10164 -0.97216
H 0.26588 0.74634 -1.73180
H 0.97001 1.76959 -0.48935
H -1.80175 -1.81435 1.12191
H 3.68795 -0.44434 0.22432
H 2.90707 0.66434 0.93854
H 1.78200 -1.44144 -1.24704
*
```



Record 9
The following is a quantum chemistry calculation of C3H10N3PS in the gas phase, from the Open Molecules 2025 dataset.

## Properties
F_max = 0.072 Eh/bohr
LUMO energy = 0.61 eV
Relative energy (zero: lowest compared OMol25 entry of this formula, charge and spin) = 1.914 eV
HOMO = -8.209 eV
Energy = -27866.3336 eV

Structure (ORCA input):
```
! wB97M-V def2-TZVPD RIJCOSX def2/J DEFGRID3
* xyz 0 1
C 1.19296 -1.51467 0.38054
C 1.70957 -0.31400 -0.37424
C 1.94467 0.83992 0.18817
N -2.68929 -0.41893 0.64603
N -1.39165 0.62843 -1.56656
N -0.45627 1.31996 0.66522
P -1.22155 0.09575 -0.00626
S -0.58009 -1.99999 -0.00519
H 1.88040 -2.34718 0.16854
H 1.42437 -1.17581 1.37369
H 1.53616 -0.43744 -1.44942
H 2.55993 1.53981 -0.35096
H 1.92289 0.95407 1.28164
H -3.16867 -0.93144 -0.13734
H -3.11028 0.42083 0.81105
H -1.66312 -0.09488 -2.25983
H -0.66508 1.30954 -1.60754
H -0.26979 1.05309 1.69033
*
```



Record 10
The following is a quantum chemistry calculation of an isolated ion of composition C3H10N3S and charge +1, from the Open Molecules 2025 dataset.

## Properties
F_max = 0.078 Eh/bohr
LUMO energy = -4.41 eV
Relative energy (zero: lowest compared OMol25 entry of this formula, charge and spin) = 2.846 eV
HOMO = -13.032 eV
Energy = -18570.0269 eV

Structure (ORCA input):
```
! wB97M-V def2-TZVPD RIJCOSX def2/J DEFGRID3
* xyz 1 1
C -0.56631 0.29851 -0.25502
C 1.31386 -1.40211 0.03196
C 2.33083 1.33500 0.04673
N 0.03186 -1.04158 -0.14267
N -1.80490 0.35307 0.42114
N -2.68569 -0.80660 0.01214
S 2.70233 -0.44552 -0.03897
H 0.11570 1.01323 0.13316
H -0.66350 0.59109 -1.35770
H 1.51221 -2.44672 0.06509
H 1.66016 1.61721 0.86017
H 1.77730 1.68953 -0.88506
H 3.38875 1.82569 0.20356
H -0.84178 -1.72750 -0.23350
H -1.73506 0.39268 1.46442
H -3.07200 -0.52719 -0.92178
H -3.46377 -0.71880 0.59635
*
```